Entry 1:
A structure of composition C38H27IrN5O7S3Se, computed with ωB97M-V/def2-TZVPD.

Charge: -2
HOMO-LUMO gap (alpha / beta) in eV: 4.822 / 4.728
Lowest unoccupied orbital energy (alpha / beta) in eV: 3.285 / 3.188
Multiplicity: 2

Structure (XYZ):
```
82
Properties=species:S:1:pos:R:3:forces:R:3
Ir -0.644 -0.398 1.046 3.15 2.08 0.78
C 0.766 -2.382 4.930 -0.20 -0.23 -0.02
O 1.548 -1.354 5.503 -0.01 0.00 0.15
C 1.573 -0.097 4.964 0.05 0.33 -0.33
C 2.464 0.763 5.569 -0.17 0.01 -0.20
C 2.612 2.080 5.129 0.17 0.09 0.11
C 1.850 2.538 4.088 -0.11 -0.06 -0.17
C 0.920 1.712 3.434 0.48 -1.20 1.19
C 0.158 2.285 2.394 -1.00 -0.26 -1.18
N -0.567 1.698 1.468 1.26 -0.63 0.31
N -1.154 2.528 0.616 -1.07 1.37 -1.54
C -2.012 1.949 -0.218 1.74 1.14 1.00
O -2.111 0.706 -0.347 -0.32 -1.77 -0.35
C -2.831 2.857 -1.043 -0.25 0.10 -0.19
C -2.469 4.189 -1.214 0.04 -0.19 0.01
C -3.247 5.022 -1.993 -0.01 0.10 -0.08
C -4.399 4.538 -2.593 -0.08 0.12 -0.02
C -4.775 3.219 -2.401 -0.12 0.02 -0.12
C -3.994 2.376 -1.635 0.19 0.03 0.09
C 0.744 0.343 3.864 1.18 1.48 0.33
O -0.103 -0.423 3.332 -1.28 -1.33 -1.57
H 1.114 -2.642 3.927 -0.02 -0.02 0.09
H -0.288 -2.116 4.873 0.04 -0.03 0.00
H 0.900 -3.234 5.600 0.02 -0.04 -0.05
H 3.055 0.394 6.395 0.01 -0.11 0.05
H 3.335 2.726 5.609 0.01 0.04 0.02
H 1.976 3.549 3.728 -0.04 0.19 -0.01
H 0.179 3.374 2.333 -0.10 -0.18 -0.19
H -1.572 4.541 -0.730 0.07 0.06 0.06
H -2.960 6.055 -2.140 0.04 0.07 0.01
H -5.003 5.197 -3.204 -0.05 0.00 -0.03
H -5.684 2.853 -2.859 -0.05 -0.07 -0.02
H -4.272 1.346 -1.471 -0.01 -0.09 0.04
C 3.535 0.857 0.642 -0.44 -0.06 0.02
C 4.208 -0.259 1.106 0.37 0.08 0.01
C 3.513 -1.417 1.377 -0.46 -0.35 -0.12
C 2.124 -1.471 1.213 0.41 1.18 -0.11
C 1.420 -0.293 0.854 -1.09 -0.38 0.51
C 2.147 0.836 0.531 0.37 0.33 -0.24
C 1.332 -2.664 1.353 -2.24 0.38 -0.07
C 1.822 -3.971 1.454 0.02 -0.85 0.13
C 0.968 -5.041 1.556 -0.16 0.68 -0.10
C -0.436 -4.819 1.544 0.41 0.39 -0.04
C -1.399 -5.827 1.660 -0.73 -0.45 0.10
C -2.745 -5.514 1.646 0.79 -0.49 0.08
C -3.176 -4.204 1.470 0.09 0.76 -0.05
C -2.252 -3.189 1.291 -0.74 0.72 -0.33
C -0.870 -3.480 1.382 0.36 -0.42 0.06
N -0.008 -2.443 1.306 0.83 -0.77 -0.22
H 4.076 1.760 0.399 0.05 0.08 -0.02
H 5.281 -0.221 1.251 0.00 -0.05 0.00
H 4.047 -2.293 1.717 0.07 -0.11 0.04
H 1.647 1.729 0.187 -0.14 0.04 0.01
H 2.890 -4.131 1.435 0.05 0.01 0.01
H 1.357 -6.048 1.619 -0.01 -0.07 0.05
H -1.083 -6.855 1.774 0.05 -0.06 0.01
H -3.478 -6.304 1.748 -0.02 -0.04 0.03
H -4.230 -3.971 1.455 -0.05 0.10 -0.09
H -3.323 -1.459 1.468 -0.87 0.64 0.64
S -1.732 1.680 -6.061 -0.50 0.28 -0.24
C -1.013 0.790 -4.868 -0.12 -0.05 0.27
S -1.820 0.214 -3.421 1.20 -0.07 -0.40
C -0.254 -0.497 -2.880 -0.82 0.71 -0.61
N 0.698 -0.235 -3.707 0.95 -0.62 0.56
N 0.301 0.435 -4.808 -1.41 0.11 0.13
C 1.295 0.735 -5.745 0.79 0.27 -0.59
C 2.569 1.047 -5.266 -0.36 -0.01 0.09
C 3.574 1.383 -6.148 0.13 0.06 -0.27
C 3.335 1.393 -7.516 0.01 0.02 0.06
C 2.080 1.042 -7.992 0.26 0.07 -0.09
C 1.061 0.712 -7.120 -0.15 -0.12 0.33
S -0.089 -1.525 -1.562 -0.07 -0.38 1.44
H 2.736 1.031 -4.201 0.02 -0.01 0.08
H 4.548 1.656 -5.767 0.05 -0.02 0.04
H 4.120 1.681 -8.202 0.04 -0.03 -0.05
H 1.894 1.031 -9.058 -0.04 0.00 -0.02
H 0.086 0.449 -7.493 -0.03 -0.01 0.01
O -4.081 -0.444 2.249 -0.18 -1.32 -0.69
Se -2.939 0.757 2.413 -0.51 -0.44 1.17
O -3.584 2.115 1.817 -0.37 0.61 -0.66
O -2.559 -1.925 0.950 0.05 -1.38 -0.04
O -2.701 0.971 3.995 0.54 0.01 0.95
```
Forces are in eV/Å.

***

Entry 2:
A structure of composition C35H38F10LaN9O6S, computed with ωB97M-V/def2-TZVPD.

Charge: -2
HOMO-LUMO gap in eV: 7.019
ΔE to the lowest compared entry with this formula, charge and spin in eV: 2.2326
Lowest unoccupied orbital energy in eV: 3.897

Structure (XYZ):
```
100
Properties=species:S:1:pos:R:3:forces:R:3
La -0.267 1.007 0.304 1.89 -0.68 0.98
N -1.554 0.308 -2.104 0.74 -0.77 0.27
C -0.438 0.076 -3.041 -1.58 1.36 -1.11
C -0.264 -1.408 -3.228 1.04 -0.51 1.70
N 0.671 -1.921 -2.149 0.10 -0.34 -1.32
C 1.969 -2.258 -2.811 -1.52 0.81 0.45
C 2.874 -1.059 -3.024 0.82 0.44 0.48
N 3.298 -0.317 -1.769 0.77 -0.38 -1.80
C 0.167 -3.084 -1.382 0.76 0.48 0.52
C -1.134 -2.923 -0.610 -0.51 -0.69 0.23
N -1.098 -1.980 0.493 0.66 0.20 -0.35
H -2.272 -0.429 -2.133 0.44 0.57 0.02
H -1.979 1.223 -2.117 0.07 0.20 0.06
H 0.481 0.659 -2.803 -0.40 -0.88 0.67
H -0.666 0.563 -4.010 -0.24 -0.44 -0.16
H 0.149 -1.591 -4.213 0.25 -0.22 -0.29
H -1.188 -2.006 -3.152 -0.02 0.65 -0.10
H 1.768 -2.608 -3.825 -0.01 -0.43 -0.25
H 2.365 -3.092 -2.267 0.90 -0.16 0.45
H 2.449 -0.336 -3.731 -0.30 -0.19 0.33
H 3.796 -1.404 -3.526 -0.30 -0.05 0.08
H 3.398 0.681 -2.018 -0.19 -0.71 0.54
H 4.248 -0.675 -1.614 -0.39 0.46 0.50
H 0.946 -3.344 -0.600 -0.57 0.29 -0.94
H 0.025 -3.965 -2.028 0.13 -0.08 -0.12
H -1.315 -3.985 -0.308 -0.08 0.42 0.25
H -2.012 -2.700 -1.231 0.32 0.26 -0.09
H -0.386 -2.200 1.191 -0.39 0.12 -0.07
H -2.015 -1.807 0.904 0.65 -0.43 -0.13
O 2.164 -0.546 0.458 -0.38 -0.10 -0.55
C 2.686 -0.947 1.703 2.21 -0.29 -0.02
C 1.826 -0.378 2.845 -2.02 0.70 0.07
O 2.309 -0.245 3.982 -0.44 -0.50 -1.09
O 0.626 -0.126 2.427 1.40 -0.27 1.04
C 4.130 -0.340 1.918 -0.80 -1.02 0.95
C 5.142 -1.006 2.668 0.86 1.21 -1.18
C 6.351 -0.295 2.856 0.19 0.12 0.26
C 6.559 1.023 2.338 -0.01 -2.05 0.04
C 5.555 1.591 1.595 -0.53 0.16 0.43
C 4.314 0.978 1.525 -0.77 0.09 -0.37
C 2.730 -2.529 1.823 0.50 0.24 -0.70
C 1.894 -3.307 2.659 0.38 0.14 -0.88
C 1.711 -4.678 2.399 1.07 -0.33 -0.72
C 2.500 -5.338 1.417 -0.41 1.26 -0.18
C 3.453 -4.585 0.705 0.07 -0.14 0.51
C 3.596 -3.212 0.932 -0.60 -0.56 0.02
H 2.661 -0.459 -0.575 -0.13 -0.52 1.86
H 5.064 -2.060 2.980 -0.16 0.77 -0.04
H 7.190 -0.769 3.417 -0.76 0.35 -0.42
H 7.525 1.492 2.432 0.15 0.07 0.12
H 5.641 2.535 1.096 0.29 0.54 0.13
H 3.456 1.593 1.186 0.67 -0.98 0.01
H 1.412 -2.805 3.491 -0.37 -0.03 -0.22
H 0.972 -5.271 2.929 0.09 0.24 0.17
H 2.314 -6.367 1.107 0.03 0.15 0.41
H 4.134 -5.057 -0.021 -0.45 0.08 0.35
H 4.411 -2.737 0.374 -0.58 0.38 0.24
N -7.149 4.441 2.072 -0.59 0.81 -0.46
C -6.216 3.411 2.071 0.76 0.81 0.27
C -6.624 2.102 2.246 -0.49 0.84 0.18
C -5.684 1.128 2.388 -0.32 -0.90 -0.21
C -4.362 1.394 2.129 -0.24 0.13 -0.22
C -3.967 2.724 1.882 2.09 -0.93 -0.40
C -4.851 3.757 1.973 -1.79 -1.71 0.17
S -3.348 -0.009 1.753 1.97 2.39 1.82
O -3.582 -1.075 2.725 -0.18 0.54 -1.37
O -1.985 0.617 1.846 -2.55 -1.56 0.50
N -3.542 -0.298 0.226 0.07 -1.53 -0.62
C -4.540 -1.063 -0.269 -0.53 0.89 -0.19
N -4.403 -1.632 -1.478 -0.30 -1.09 -1.31
C -5.486 -2.236 -2.052 1.15 1.13 0.32
C -6.746 -2.184 -1.486 0.91 -0.46 -0.63
C -6.757 -1.584 -0.235 -0.91 -0.52 0.73
N -5.724 -1.097 0.377 0.33 0.24 0.55
H -8.046 4.131 1.702 0.29 0.46 0.07
H -6.786 5.291 1.621 -0.56 -0.69 0.23
H -7.674 1.841 2.265 -0.12 0.15 0.21
H -6.064 0.136 2.571 0.45 -0.27 -0.01
H -2.930 2.933 1.550 -0.58 -0.25 0.53
H -4.554 4.766 1.930 0.39 1.05 -0.27
H -5.343 -2.707 -3.050 0.14 0.33 0.85
H -7.545 -2.694 -2.001 -0.41 0.25 0.32
H -7.629 -1.541 0.402 -0.63 -0.11 -0.28
F -1.729 2.424 -0.390 -1.00 0.98 -0.48
F 0.713 5.371 -0.570 -0.03 0.47 1.60
C 0.867 4.740 -1.688 -1.39 0.04 -0.53
F 1.321 5.724 -2.560 -0.15 -1.06 0.07
F -0.384 4.356 -2.085 1.51 0.28 -0.23
C 1.829 3.507 -1.556 -0.22 -1.55 0.48
O 1.250 2.315 -1.152 0.77 2.20 -1.01
C 2.437 3.351 -2.962 1.08 -1.29 -0.80
F 2.927 2.075 -3.181 0.02 0.88 0.27
F 1.515 3.464 -3.922 0.25 0.64 -0.05
F 3.512 4.173 -3.196 -1.22 -0.49 -0.24
C 3.011 3.789 -0.554 -1.15 -0.85 1.99
F 3.765 4.879 -0.703 -0.27 0.11 -0.07
F 3.855 2.714 -0.640 -0.32 0.97 -0.07
F 2.476 3.818 0.736 1.35 -0.04 -2.24
N -0.215 4.006 3.073 -0.08 0.56 0.43
C 0.047 3.164 2.324 -0.06 -0.81 -0.93
```
Forces are in eV/Å.

***

Entry 3:
A structure of composition C2H7IN3, computed with ωB97M-V/def2-TZVPD.

Charge: +1
HOMO-LUMO gap in eV: 8.392
ΔE to the lowest compared entry with this formula, charge and spin in eV: 1.7070
Lowest unoccupied orbital energy in eV: -4.453

Structure (XYZ):
```
13
Properties=species:S:1:pos:R:3:forces:R:3
C 0.740 -0.164 -2.521 -4.21 1.73 -1.45
C -0.839 0.647 1.930 -0.25 -1.19 -0.06
N -0.403 0.460 0.744 0.68 1.37 -0.64
N -1.594 -0.163 2.712 0.94 2.42 3.49
N 1.898 0.026 -2.062 -0.08 3.05 0.35
I -0.792 -1.084 -0.448 -0.87 -0.87 0.60
H 0.487 -1.142 -2.923 0.13 0.35 -0.19
H -0.003 0.736 -2.695 1.80 -2.01 0.24
H -0.524 1.619 2.322 -0.17 -0.33 0.35
H -1.905 -1.056 2.441 -0.18 -1.04 -0.46
H -1.520 0.024 3.789 -0.49 -0.57 -3.04
H 2.317 -0.754 -1.753 2.67 -3.44 1.00
H 2.137 0.849 -1.534 0.04 0.53 -0.18
```
Forces are in eV/Å.

***

Short version: max |F| = 3.86 3.59 4.78 eV/A, in the order given.
Short version: total energy = -162314.703 -101483.450 -14749.744 eV, in the order given.